[1]
A molecular structure, C4H8N2S, computed with ωB97M-V/def2-TZVPD.

```
! wB97M-V def2-TZVPD RIJCOSX def2/J DEFGRID3
* xyz 0 1
C -0.79758 0.15054 0.77705
C 0.02099 0.64727 -0.40116
C 1.56522 0.66986 -0.12331
C 0.04069 -0.27752 -1.57000
H -1.05210 -1.62900 1.77254
H 0.35081 -1.54100 0.82361
H -2.44403 0.31101 1.84169
H -0.40794 1.55794 -0.69127
H 1.94547 0.10313 0.72941
H 1.95758 1.68656 -0.07232
H -0.46693 0.10969 -2.46556
H -0.35684 -1.25802 -1.35752
N -0.32735 -1.01945 1.36518
N -1.88363 0.75061 1.06396
S 1.85564 -0.26162 -1.69229
*
```

- ΔE to the lowest compared entry with this formula, charge and spin: 120.2 kJ/mol
- E: -664.8870 Ha
- Maximum force: 2.526 eV Å⁻¹


[2]
A single C4H8N2S molecule, computed with ωB97M-V/def2-TZVPD.

```
! wB97M-V def2-TZVPD RIJCOSX def2/J DEFGRID3
* xyz 0 1
C -2.59540 -0.43509 0.56864
C -1.62862 -1.02901 -0.25098
N -0.19011 -1.09496 -0.26986
C 0.68130 -0.13165 0.08622
S 2.32869 -0.26145 0.07585
C 0.15764 1.14122 0.36549
N -0.85758 1.58853 -0.59824
H -3.57046 -0.31183 0.19860
H -2.29803 -0.11882 1.62073
H -1.93038 -1.25266 -1.43591
H 0.07604 -1.92562 -0.82150
H 0.91897 1.83582 0.48452
H -0.44576 0.91576 1.31504
H -0.56082 2.64810 -0.97933
H -1.80426 1.66467 -0.13519
*
```

- ΔE to the lowest compared entry with this formula, charge and spin: 333.2 kJ/mol
- E: -664.8059 Ha
- SMILES string: C=CNC(=S)CN
- Maximum force: 5.282 eV Å⁻¹


[3]
2 unconnected molecules or ions with the total composition C4H8N2S, computed with ωB97M-V/def2-TZVPD.

```
! wB97M-V def2-TZVPD RIJCOSX def2/J DEFGRID3
* xyz 0 1
C 1.18659 -2.02523 -0.13101
C -1.53444 -0.47575 -0.26690
C -0.63481 0.70860 -0.56922
C 0.60190 0.60326 0.19050
N 1.30953 -3.17966 -0.09754
N 0.60931 0.68041 1.49419
S 2.23501 1.33742 -0.41311
H -2.03667 -0.61519 0.80443
H -2.18500 -0.62848 -1.10387
H -0.94352 -1.34590 -0.35963
H -1.16844 1.57809 -0.18958
H -0.51077 0.83537 -1.60394
H 1.44072 0.52235 2.05876
H -0.26249 0.45741 1.91160
H 1.89307 1.54731 -1.72468
*
```

- ΔE to the lowest compared entry with this formula, charge and spin: 399.0 kJ/mol
- E: -664.7808 Ha
- Maximum force: 4.700 eV Å⁻¹


[4]
A single C4H8N2S molecule, computed with ωB97M-V/def2-TZVPD.

```
! wB97M-V def2-TZVPD RIJCOSX def2/J DEFGRID3
* xyz 0 1
C 1.23203 2.12865 0.01192
C 0.40044 0.88242 -0.07362
N -0.85256 1.01951 0.07834
S -2.04753 -0.18949 0.03096
C 1.24319 -0.36165 -0.26681
C 1.27249 -1.44507 0.73723
N 0.65436 -1.67198 -0.55654
H 1.99490 2.06474 0.78285
H 0.58878 2.96993 0.23870
H 1.74183 2.31772 -0.93457
H -1.31420 -1.27497 -0.32158
H 2.18943 -0.12519 -0.74978
H 2.24575 -1.93435 0.96874
H 0.57362 -1.44897 1.59971
H 1.23896 -2.19583 -1.18431
*
```

- ΔE to the lowest compared entry with this formula, charge and spin: 241.9 kJ/mol
- E: -664.8406 Ha
- SMILES string: C/C(=N/S)[C@H]1CN1
- Maximum force: 1.554 eV Å⁻¹


[5]
A single C4H8N2S molecule, computed with ωB97M-V/def2-TZVPD.

```
! wB97M-V def2-TZVPD RIJCOSX def2/J DEFGRID3
* xyz 0 1
C -0.27324 -1.42108 -0.91878
C 0.36861 -0.34610 -0.02394
S 2.10287 -0.75014 0.19230
C -0.31656 -0.25016 1.28567
N -1.09914 0.78531 1.37414
N -1.14097 1.45739 0.18361
C 0.08348 1.09188 -0.53368
H -0.31021 -2.33983 -0.33756
H 0.25948 -1.52880 -1.86383
H -1.30418 -1.08987 -1.11594
H 2.35609 0.08456 1.23006
H -0.22382 -0.94901 2.09894
H -1.40279 2.41537 0.34934
H -0.03376 1.08854 -1.61335
H 0.93414 1.75194 -0.30698
*
```

- ΔE to the lowest compared entry with this formula, charge and spin: 167.9 kJ/mol
- E: -664.8688 Ha
- SMILES string: C[C@]1(S)C=NNC1
- Maximum force: 2.352 eV Å⁻¹


[6]
A single C4H8N2S molecule, computed with ωB97M-V/def2-TZVPD.

```
! wB97M-V def2-TZVPD RIJCOSX def2/J DEFGRID3
* xyz 0 1
H 1.19214 2.50554 -0.67087
N 0.32622 1.98462 -0.47278
C 0.49778 0.86100 0.10329
C 1.84396 0.31274 0.53449
S 2.22931 -1.22539 -0.26409
N -0.53685 0.01437 0.54254
C -1.77058 -0.10209 -0.08322
C -2.54782 -1.20018 -0.13255
H 2.69572 0.97819 0.42111
H 1.74169 0.02858 1.60528
H 2.11784 -0.79748 -1.55070
H -0.09136 -0.79478 1.03176
H -2.08613 0.78488 -0.62200
H -3.40146 -1.18776 -0.72419
H -2.21047 -2.16222 0.28190
*
```

- ΔE to the lowest compared entry with this formula, charge and spin: 150.3 kJ/mol
- E: -664.8755 Ha
- SMILES string: [H]/N=C(\CS)NC=C
- Maximum force: 2.691 eV Å⁻¹